No. 1
One molecule with the formula C5H10O2, computed with ωB97M-V with the def2-TZVPD basis set.

Structure (XYZ):
```
17
Properties=species:S:1:pos:R:3:mulliken_charge:R:1
C -1.16 2.31 0.62 -0.7289
O -1.09 0.95 0.30 -0.2694
C 0.19 0.59 -0.16 -0.8473
C 0.14 -0.87 -0.41 0.7111
C 1.44 -1.49 -0.91 -1.4808
C -0.43 -1.58 0.84 -0.1601
O -0.91 -2.63 0.51 -0.4717
H -0.43 2.56 1.41 0.3072
H -2.17 2.51 0.99 0.2462
H -0.96 2.92 -0.26 0.2846
H 0.95 0.79 0.61 0.3596
H 0.44 1.13 -1.08 0.4283
H -0.63 -1.03 -1.19 0.1833
H 1.34 -2.57 -1.05 0.3733
H 1.72 -1.07 -1.89 0.3677
H 2.25 -1.31 -0.20 0.3573
H -0.68 -1.21 1.88 0.3395
```

Computed properties:
ΔE to the lowest compared entry with this formula, charge and spin: 2.286 eV
SMILES: COC[C@@H](C)C=O
HOMO energy: -9.42 eV
Gap between HOMO and LUMO: 0.378 Eh
Spin multiplicity: 1

No. 2
A 2-piece molecular cluster, C5H10O2S overall, computed with ωB97M-V with the def2-TZVPD basis set.

Structure (XYZ):
```
18
Properties=species:S:1:pos:R:3:mulliken_charge:R:1
O -2.26 -1.12 1.64 -0.4371
C -1.60 -2.39 1.22 0.5262
O -2.24 -3.42 1.46 -0.3982
C -0.48 -2.09 0.39 -0.2200
C -0.21 -0.69 0.07 -0.6525
C 0.79 -0.10 1.21 -0.6264
S 0.82 1.74 -1.33 -0.0381
C 1.57 3.13 -2.25 -0.7442
H -3.04 -1.41 2.15 0.3418
H -0.43 -2.88 -0.31 0.4261
H 1.13 0.76 0.67 0.1681
H 0.30 -0.63 -0.88 0.4707
H -1.07 -0.02 -0.02 0.6041
H 1.47 -0.94 1.30 0.3633
H 0.16 -0.15 2.09 0.3503
H 1.33 3.00 -3.33 0.2776
H 2.68 3.17 -2.17 0.2862
H 1.10 4.05 -1.91 0.3021
```

Computed properties:
ΔE to the lowest compared entry with this formula, charge and spin: 4.679 eV
<S²>: 0.7530
Total charge: +1
HOMO energy (alpha / beta): -13.00 / -12.60 eV
Gap between HOMO and LUMO (alpha / beta): 0.155 / 0.140 Eh
Spin multiplicity: 2

No. 3
C5H10O2Se2 as an isolated structure, computed with ωB97M-V with the def2-TZVPD basis set.

Structure (XYZ):
```
19
Properties=species:S:1:pos:R:3:mulliken_charge:R:1
C 2.16 -1.58 0.34 -0.6983
C 0.78 -2.11 -0.29 -0.8951
C 1.38 1.44 0.34 -0.7279
C -0.77 0.33 -0.76 -0.5516
C -1.97 1.20 -0.48 0.3090
O -1.81 2.16 0.50 -0.5462
O -2.96 0.25 0.00 -0.5400
Se 2.73 0.18 -0.23 0.0250
Se -0.97 -1.24 0.06 0.1204
H 1.94 -1.66 1.43 0.3200
H 2.95 -2.27 0.11 0.4093
H 0.88 -2.29 -1.34 0.4248
H 0.71 -3.11 0.14 0.3644
H 1.28 2.50 -0.06 0.3401
H 1.44 1.46 1.45 0.3389
H -0.43 0.47 -1.81 0.4409
H -2.36 1.73 -1.39 0.2438
H -1.46 1.79 1.31 0.3156
H -3.50 0.77 0.68 0.3070
```

Computed properties:
ΔE to the lowest compared entry with this formula, charge and spin: 3.377 eV
HOMO energy (alpha / beta): -7.49 / -7.18 eV
Gap between HOMO and LUMO (alpha / beta): 0.277 / 0.263 Eh
Spin multiplicity: 1

No. 4
C5H10O2Si2 as an isolated structure, computed with ωB97M-V with the def2-TZVPD basis set.

Structure (XYZ):
```
19
Properties=species:S:1:pos:R:3:mulliken_charge:R:1
C 2.77 1.31 -0.43 -0.3413
C 1.43 1.32 -0.73 -0.1936
C 3.05 0.14 0.20 -0.5581
C 0.87 0.12 -0.37 0.1296
C -0.82 -2.42 -0.08 -0.9130
O 1.82 -0.62 0.25 -0.2610
O -1.99 0.17 0.11 0.1580
Si -2.70 1.15 1.14 0.2714
Si -0.79 -0.68 -0.67 0.0189
H 3.46 2.05 -0.68 0.4506
H 0.95 2.19 -1.23 0.3479
H 3.78 -0.21 0.82 0.4718
H -1.47 -2.57 0.82 0.2943
H -1.33 -3.05 -0.87 0.2749
H 0.17 -2.82 0.10 0.3540
H -1.84 2.36 1.05 -0.1219
H -4.02 1.51 0.75 -0.1240
H -2.49 0.32 2.26 -0.1460
H -0.87 -0.28 -2.44 -0.1126
```

Computed properties:
ΔE to the lowest compared entry with this formula, charge and spin: 0.312 eV
HOMO energy: -8.62 eV
Gap between HOMO and LUMO: 0.348 Eh
Spin multiplicity: 1